P:
Density functional theory data (ωB97M-V with the def2-TZVPD basis set) for a structure of composition C4H13N3O.

E_LUMO (spin up / spin down) = -0.7 / -0.7 eV
2S+1 = 1

The geometry in XYZ format:
```
21
C4H13N3O | the OMol25 dataset | ωB97M-V with the def2-TZVPD basis set
O -1.77 -2.43 -0.95
N 1.03 1.25 0.51
N -1.38 1.14 -1.08
N 2.05 -1.26 0.66
C 0.18 -1.26 -1.55
C -1.17 -1.23 -1.18
C -1.88 -0.03 -0.87
C 0.63 1.67 1.85
H -2.65 -2.30 -0.56
H 0.22 1.22 -0.12
H -0.08 0.94 2.25
H -2.92 -0.18 -0.53
H 2.58 -0.39 0.78
H 0.16 2.66 1.88
H 1.17 -1.36 -0.32
H -2.01 1.90 -0.82
H 1.50 1.68 2.50
H 1.74 1.87 0.13
H 1.56 -1.39 1.54
H 0.53 -0.35 -2.02
H 0.50 -2.15 -2.08
```

=====

Q:
Density functional theory data (ωB97M-V with the def2-TZVPD basis set) for a cluster of 2 separate species, C4H13N3O in total.

E_LUMO = 0.8 eV
2S+1 = 1
Structure (SMILES) = N/C=C(\N)CCN.O

The geometry in XYZ format:
```
21
C4H13N3O | the OMol25 dataset | ωB97M-V with the def2-TZVPD basis set
O -0.53 3.09 -0.75
N -1.61 -0.34 1.47
N 1.26 -1.90 -1.41
N 1.23 0.53 2.17
C -0.50 -0.24 0.59
C 0.64 0.38 0.88
C -0.84 -0.76 -0.78
C 0.30 -0.91 -1.79
H -1.61 -0.16 -1.26
H 1.67 -1.75 -0.51
H -0.98 3.40 0.05
H -0.16 -1.09 -2.75
H 0.71 0.11 -1.85
H -0.17 2.22 -0.57
H -1.39 -1.71 -0.69
H 1.77 -2.32 -2.17
H -1.90 -1.28 1.73
H 1.37 0.56 0.10
H 0.51 0.57 2.87
H -1.45 0.16 2.34
H 1.70 1.43 2.31
```

=====

Relative energies, eV: P 2.983; Q 0.000.

=====

P:
Density functional theory data (ωB97M-V with the def2-TZVPD basis set) for a structure of composition C4H13N3O.

E_LUMO (spin up / spin down) = -1.3 / 0.0 eV
2S+1 = 1

The geometry in XYZ format:
```
21
C4H13N3O | the OMol25 dataset | ωB97M-V with the def2-TZVPD basis set
O 1.07 2.17 -0.97
N 0.45 -0.82 -0.20
N -0.90 0.98 -1.14
N -2.03 -1.03 -0.63
C -1.11 -0.13 -0.22
C 1.99 1.41 -0.49
C 0.74 -1.72 0.92
C -1.38 0.41 1.17
H -0.12 -2.36 1.14
H 0.46 -1.33 -1.07
H -1.58 -0.40 1.86
H -0.53 1.00 1.53
H 1.59 -2.36 0.68
H 2.84 1.17 -1.16
H -0.88 0.75 -2.12
H -1.25 1.89 -0.87
H -1.82 -1.32 -1.59
H 1.48 0.15 -0.32
H 0.96 -1.13 1.81
H -2.26 1.05 1.14
H 2.30 1.61 0.55
```

=====

Q:
Density functional theory data (ωB97M-V with the def2-TZVPD basis set) for an isolated molecule of C4H13N3O.

E_LUMO = 0.9 eV
2S+1 = 1
Structure (SMILES) = NCN[C@@H](CN)CO

The geometry in XYZ format:
```
21
C4H13N3O | the OMol25 dataset | ωB97M-V with the def2-TZVPD basis set
O 0.68 -0.61 -2.71
N -0.14 -0.68 0.97
N -2.20 0.21 2.35
N 2.21 1.27 -0.84
C 0.66 -1.10 -1.33
C 0.79 1.17 -0.36
C -1.61 -0.83 1.46
C -0.03 -0.10 -0.37
H 1.67 -1.38 -1.03
H -1.10 0.04 -0.64
H 0.58 0.31 -2.75
H 0.18 1.86 -0.87
H 0.76 1.53 0.76
H 0.22 -2.09 -1.35
H 2.20 1.54 -1.84
H -2.19 -0.83 0.54
H 2.86 0.47 -0.87
H -1.74 -1.82 2.01
H -2.53 0.99 1.94
H 0.52 -0.32 1.69
H -1.78 0.36 3.24
```

=====

Relative energies, eV: P 3.496; Q 0.000.

=====

P:
Density functional theory data (ωB97M-V with the def2-TZVPD basis set) for an isolated molecule of C5H7FN2.

E_LUMO = -0.2 eV
2S+1 = 1
Structure (SMILES) = C=CC(/C=C/F)=N/N

The geometry in XYZ format:
```
15
C5H7FN2 | the OMol25 dataset | ωB97M-V with the def2-TZVPD basis set
F 3.55 -0.25 -0.13
N -1.16 0.99 -0.03
N -0.73 2.27 0.22
C 2.14 -0.26 0.41
C -1.99 -1.72 -0.02
C -0.50 -1.43 -0.04
C -0.25 0.11 -0.17
C 1.15 0.44 -0.24
H 0.51 -2.15 -0.11
H 1.86 -1.13 0.98
H 1.52 1.33 -0.84
H -2.98 -0.85 -0.24
H -2.16 -2.85 0.26
H 0.32 2.49 0.04
H -1.28 3.00 -0.11
```

=====

Q:
Density functional theory data (ωB97M-V with the def2-TZVPD basis set) for an isolated molecule of C5H7FN2.

E_LUMO = 1.0 eV
2S+1 = 1
Structure (SMILES) = CC1=NN[C@H]2[C@@H](F)[C@@H]12

The geometry in XYZ format:
```
15
C5H7FN2 | the OMol25 dataset | ωB97M-V with the def2-TZVPD basis set
F -1.20 -1.09 -1.09
N -0.53 1.55 -0.18
N 0.71 1.10 -0.59
C 1.05 0.07 0.10
C -0.02 -0.43 0.99
C -1.27 -0.83 0.25
C 2.39 -0.55 -0.02
C -1.14 0.58 0.71
H 2.32 -1.61 -0.35
H 2.90 -0.56 0.96
H 2.99 -0.01 -0.73
H -1.11 1.81 -0.97
H -1.98 -1.51 0.75
H -1.82 0.99 1.47
H 0.20 -0.84 1.93
```

=====

Relative energies, eV: P 4.370; Q 0.000.

=====

P:
Density functional theory data (ωB97M-V with the def2-TZVPD basis set) for an isolated molecule of C4H6O3S.

E_LUMO = 0.4 eV
2S+1 = 1
Structure (SMILES) = O=C[C@]1(O)[C@H](O)[C@H]1S

The geometry in XYZ format:
```
14
C4H6O3S | the OMol25 dataset | ωB97M-V with the def2-TZVPD basis set
S -0.20 2.41 -0.01
O 1.79 -1.54 -1.50
O 1.65 -0.13 0.95
O -2.07 -1.05 0.82
C -0.98 -0.12 0.82
C -0.36 0.56 -0.43
C 0.71 -1.23 -1.01
C 0.58 -0.50 0.27
H -1.07 0.64 1.72
H -2.79 -0.28 0.57
H 2.49 -0.34 0.29
H -0.19 -1.06 -1.70
H -0.65 0.34 -1.40
H 1.10 2.29 0.61
```

=====

Q:
Density functional theory data (ωB97M-V with the def2-TZVPD basis set) for a cluster of 2 separate species, C4H6O3S in total.

E_LUMO = 0.3 eV
2S+1 = 1

The geometry in XYZ format:
```
14
C4H6O3S | the OMol25 dataset | ωB97M-V with the def2-TZVPD basis set
S -1.66 -1.18 -0.07
O -1.42 1.68 0.26
O 0.39 0.11 1.35
O 3.03 -0.48 0.18
C -0.39 1.19 -0.66
C 2.19 0.08 -0.46
C 0.70 0.23 0.00
C -0.46 -0.31 -0.83
H 2.46 0.23 -1.57
H 0.38 -0.85 1.54
H -0.07 -0.85 -1.69
H -2.66 -0.15 0.12
H -1.59 0.78 1.21
H -0.26 2.17 -1.23
```

=====

R:
Density functional theory data (ωB97M-V with the def2-TZVPD basis set) for a cluster of 3 separate species, C4H6O3S in total.

E_LUMO = -0.8 eV
2S+1 = 1

The geometry in XYZ format:
```
14
C4H6O3S | the OMol25 dataset | ωB97M-V with the def2-TZVPD basis set
S 3.10 1.14 -0.40
O 4.40 1.06 -0.99
O 2.99 2.24 0.51
O -0.80 0.39 0.88
C 1.76 -2.45 -0.13
C -1.88 0.07 0.47
C 1.38 -1.48 0.47
C -2.77 0.85 -0.46
H 1.30 -0.71 1.19
H -2.22 -0.97 0.74
H -3.65 1.15 0.13
H -2.46 1.82 -0.83
H -3.32 0.30 -1.19
H 2.17 -3.42 -0.39
```

=====

Relative energies, eV: P 0.917; Q 1.208; R 0.000.

=====

P:
Density functional theory data (ωB97M-V with the def2-TZVPD basis set) for an isolated molecule of C3H5P3.

E_LUMO = -0.8 eV
2S+1 = 1
Structure (SMILES) = CC1=CP(#P)P1

The geometry in XYZ format:
```
11
C3H5P3 | the OMol25 dataset | ωB97M-V with the def2-TZVPD basis set
P 0.86 -0.90 -4.06
P -1.43 0.27 -1.02
P 0.44 -0.36 -2.18
C -0.09 0.03 0.21
C 0.98 -0.48 -0.41
C -0.36 0.12 1.72
H 1.93 -0.57 -0.07
H -0.81 -0.88 2.26
H 0.57 0.19 2.42
H -1.00 1.00 1.93
H -1.08 1.58 -0.81
```

=====

Q:
Density functional theory data (ωB97M-V with the def2-TZVPD basis set) for an isolated molecule of C3H5P3.

E_LUMO = -0.7 eV
2S+1 = 1
Structure (SMILES) = CC1=[PH]=PC=P1

The geometry in XYZ format:
```
11
C3H5P3 | the OMol25 dataset | ωB97M-V with the def2-TZVPD basis set
P -0.40 1.24 0.94
P 0.63 -1.56 0.14
P 1.21 0.60 2.34
C -0.30 -0.19 -0.25
C -1.11 0.04 -1.45
C 1.45 -0.92 1.62
H 2.18 -1.50 2.10
H -1.17 -0.90 -2.00
H 0.04 2.15 -0.09
H -0.45 0.59 -2.11
H -2.08 0.44 -1.23
```

=====

R:
Density functional theory data (ωB97M-V with the def2-TZVPD basis set) for a cluster of 2 separate species, C3H5P3 in total.

E_LUMO (spin up / spin down) = -1.3 / -1.4 eV
2S+1 = 1

The geometry in XYZ format:
```
11
C3H5P3 | the OMol25 dataset | ωB97M-V with the def2-TZVPD basis set
P -2.66 -2.21 -0.24
P -3.04 -1.64 1.73
P -1.16 1.28 1.86
C -0.02 0.05 -0.39
C -1.55 -1.25 0.74
C -1.00 0.00 0.69
H 0.74 -0.60 -0.35
H 0.07 -2.39 0.68
H -0.41 -0.15 -1.49
H 0.28 1.14 -0.50
H -0.18 1.99 1.24
```

=====

Relative energies, eV: P 1.833; Q 0.000; R 4.676.

=====

P:
Density functional theory data (ωB97M-V with the def2-TZVPD basis set) for a structure of composition C3H10N2S.

E_LUMO = 0.4 eV
2S+1 = 1

The geometry in XYZ format:
```
16
C3H10N2S | the OMol25 dataset | ωB97M-V with the def2-TZVPD basis set
S -1.11 0.66 0.65
N 2.34 0.53 1.63
N 1.01 -1.27 1.08
C -1.64 1.19 -1.17
C -1.96 -0.19 -1.94
C 2.19 -0.78 1.36
H 3.16 0.69 2.09
H 0.88 -2.26 1.30
H -2.58 1.69 -0.90
H -2.74 -0.71 -1.41
H -1.05 -0.74 -1.74
H 2.94 -1.47 1.61
H 0.11 -0.46 0.71
H -1.00 1.92 -1.76
H 1.69 1.23 1.44
H -2.26 -0.03 -2.94
```

=====

Q:
Density functional theory data (ωB97M-V with the def2-TZVPD basis set) for a cluster of 2 separate species, C3H10N2S in total.

E_LUMO = 0.8 eV
2S+1 = 1
Structure (SMILES) = [H]/N=C/N.CCS

The geometry in XYZ format:
```
16
C3H10N2S | the OMol25 dataset | ωB97M-V with the def2-TZVPD basis set
S 3.23 1.43 0.04
N -2.91 -0.96 0.88
N -3.12 -2.90 -0.41
C -2.87 -1.67 -0.33
C 1.50 1.04 0.47
C 0.54 1.16 -0.73
H -3.49 -1.49 1.54
H 3.70 0.18 0.10
H -0.44 0.96 -0.32
H 0.60 2.19 -1.08
H 1.22 1.80 1.20
H -3.35 -0.07 0.70
H -3.05 -3.20 -1.37
H 0.83 0.52 -1.55
H 1.36 0.06 0.93
H -2.67 -1.06 -1.21
```

=====

R:
Density functional theory data (ωB97M-V with the def2-TZVPD basis set) for a cluster of 2 separate species, C3H10N2S in total.

E_LUMO = 0.8 eV
2S+1 = 1
Structure (SMILES) = [H]/N=C/N.CSC

The geometry in XYZ format:
```
16
C3H10N2S | the OMol25 dataset | ωB97M-V with the def2-TZVPD basis set
S -1.57 0.26 1.21
N 3.94 1.44 -2.38
N 2.15 0.31 -1.50
C -3.31 -0.26 1.29
C -0.85 -1.31 1.79
C 2.69 1.39 -2.09
H 1.17 0.28 -1.28
H -0.32 -1.73 0.94
H -0.08 -1.05 2.53
H -3.95 0.31 0.62
H 2.01 2.22 -2.28
H -1.54 -1.91 2.37
H -3.38 -1.33 1.09
H 4.06 2.11 -3.14
H 2.63 -0.57 -1.52
H -3.65 -0.15 2.32
```

=====

Relative energies, eV: P 1.321; Q 0.000; R 0.299.